{"formula": "C43H57BN9O8P", "method": "ωB97M-V/def2-TZVPD", "species": ["C", "C", "O", "N", "C", "C", "C", "C", "C", "C", "C", "C", "C", "O", "C", "N", "C", "P", "N", "O", "O", "C", "C", "C", "O", "C", "B", "O", "O", "C", "C", "O", "H", "H", "H", "H", "H", "H", "H", "H", "H", "H", "H", "H", "H", "H", "H", "H", "H", "H", "H", "H", "H", "H", "H", "H", "H", "H", "H", "N", "C", "C", "C", "C", "H", "H", "H", "H", "H", "N", "C", "C", "C", "C", "H", "H", "H", "H", "H", "N", "C", "C", "C", "C", "H", "H", "H", "H", "H", "N", "C", "C", "C", "C", "H", "H", "H", "H", "H", "N", "C", "C", "C", "C", "H", "H", "H", "H", "H", "N", "C", "C", "C", "C", "H", "H", "H", "H", "H"], "coordinates": [[-3.892, 2.519, 1.663], [-3.779, 2.088, 0.085], [-4.579, 1.074, -0.328], [-2.803, 2.715, -0.929], [-1.828, 1.624, -1.367], [-0.275, 2.172, -1.553], [0.322, 2.564, -0.044], [1.319, 1.418, 0.580], [0.338, 0.285, 1.304], [-0.064, -1.118, 0.502], [-1.021, -2.284, 1.224], [-1.306, -3.626, 0.320], [-0.324, -4.877, 0.757], [-0.025, -4.905, 2.223], [1.149, -4.863, 0.009], [1.091, -4.615, -1.482], [-1.634, -2.141, 2.755], [-2.751, -3.420, 3.633], [-4.250, -2.775, 3.882], [-1.943, -3.875, 5.113], [-3.022, -4.895, 2.731], [-1.211, -0.740, 3.563], [-0.265, 0.430, 2.832], [0.120, 1.796, 3.718], [0.264, 3.017, 3.181], [0.323, 1.518, 5.354], [1.419, 2.397, 6.264], [1.714, 3.807, 5.915], [2.056, 1.652, 7.393], [-0.547, 0.461, 6.010], [-1.664, -0.404, 5.115], [-2.830, -0.730, 5.679], [-2.830, 2.658, 2.137], [-4.510, 1.738, 2.296], [-4.485, 3.546, 1.753], [-3.353, 3.090, -1.744], [-2.216, 1.041, -2.333], [-1.817, 0.834, -0.478], [0.463, 1.331, -1.966], [-0.213, 3.103, -2.297], [0.841, 3.635, -0.138], [-0.620, 2.701, 0.668], [2.007, 1.968, 1.383], [2.027, 0.910, -0.219], [0.373, -1.287, -0.583], [-1.110, -3.319, -0.809], [-2.454, -3.885, 0.385], [-0.944, -5.871, 0.545], [0.735, -4.273, 2.406], [1.630, -5.921, 0.218], [1.856, -4.068, 0.546], [2.001, -4.940, -1.893], [1.123, -3.559, -1.576], [-4.979, -3.373, 3.421], [-2.589, -4.228, 5.794], [-3.798, -4.696, 2.097], [2.684, 3.878, 5.655], [2.477, 0.805, 7.027], [-0.511, 0.209, 7.160], [-2.448, -6.754, -4.954], [-1.877, -5.682, -5.589], [-0.837, -5.229, -4.809], [-0.774, -6.062, -3.666], [-1.778, -6.996, -3.782], [-3.238, -7.284, -5.296], [-2.260, -5.333, -6.538], [-0.192, -4.391, -5.039], [-0.071, -5.987, -2.846], [-2.074, -7.810, -3.134], [5.661, 4.403, 4.065], [5.015, 3.307, 3.554], [5.835, 2.213, 3.723], [7.013, 2.664, 4.364], [6.878, 4.020, 4.566], [5.296, 5.347, 4.072], [4.032, 3.400, 3.114], [5.607, 1.200, 3.419], [7.868, 2.065, 4.648], [7.542, 4.742, 5.021], [-0.490, -6.156, 6.277], [0.127, -6.202, 7.500], [0.833, -7.382, 7.576], [0.641, -8.068, 6.353], [-0.178, -7.287, 5.569], [-1.082, -5.404, 5.948], [0.009, -5.395, 8.211], [1.424, -7.711, 8.421], [1.056, -9.028, 6.075], [-0.565, -7.439, 4.570], [-3.330, 4.967, -3.779], [-3.379, 6.336, -3.825], [-2.096, 6.802, -4.004], [-1.244, 5.674, -4.075], [-2.033, 4.554, -3.936], [-4.127, 4.356, -3.651], [-4.320, 6.860, -3.724], [-1.805, 7.842, -4.077], [-0.170, 5.678, -4.213], [-1.782, 3.501, -3.935], [-0.562, 6.406, -9.336], [-1.053, 5.450, -8.486], [-1.638, 6.091, -7.417], [-1.500, 7.483, -7.633], [-0.834, 7.649, -8.827], [-0.075, 6.224, -10.204], [-0.943, 4.398, -8.713], [-2.114, 5.608, -6.573], [-1.849, 8.279, -6.987], [-0.531, 8.543, -9.355], [3.676, 1.205, -3.382], [2.697, 1.395, -4.322], [3.025, 0.654, -5.435], [4.242, -0.012, -5.154], [4.620, 0.345, -3.879], [3.699, 1.633, -2.465], [1.853, 2.041, -4.119], [2.449, 0.597, -6.349], [4.785, -0.679, -5.811], [5.479, 0.061, -3.284]], "forces_ev_per_a": [[-0.021, 0.534, -0.233], [-3.932, -4.891, -1.770], [4.754, 6.187, 2.360], [-0.936, -1.222, 1.110], [0.588, -1.306, -0.120], [0.296, -0.047, 0.663], [-0.740, 0.761, -0.799], [-0.819, 0.266, 0.889], [-1.765, -3.240, 1.341], [-1.235, 0.849, 4.202], [0.875, 2.118, 0.883], [0.122, 1.263, 0.067], [0.173, -0.175, 0.182], [0.412, 0.989, -1.762], [0.180, -0.586, 0.947], [1.279, 1.264, 1.276], [3.606, 3.600, -1.512], [-4.069, -0.450, 0.686], [2.801, -1.561, -0.962], [-1.479, 0.328, -2.211], [0.058, 2.585, 0.027], [1.016, -0.138, -2.563], [-0.324, -1.702, -1.304], [0.086, 3.349, -1.276], [-0.718, -7.688, 3.122], [-2.892, -2.715, 0.719], [0.673, 0.266, 0.308], [0.950, -3.635, 0.324], [-0.107, 0.487, -3.538], [1.632, 2.090, -2.747], [-3.640, -0.540, 2.183], [7.384, 1.779, -3.658], [-1.958, -0.175, -1.010], [1.390, 1.364, -1.745], [1.448, -2.072, -0.403], [0.699, -0.741, 1.269], [0.860, 1.300, 2.045], [0.115, 1.584, -2.032], [-1.926, 1.592, 0.600], [-0.256, -2.030, 1.765], [-0.887, -2.510, 0.444], [2.225, -0.218, -1.403], [-1.615, -1.493, -1.556], [-1.691, 0.923, 1.586], [-1.134, 0.280, 2.485], [-0.331, -0.776, 2.359], [2.495, 0.371, 0.014], [1.629, 2.140, 0.400], [-1.383, -1.025, -0.529], [-1.026, 2.141, -0.438], [-1.591, -1.529, -0.834], [-1.172, 0.411, 0.527], [-0.107, -1.690, -0.178], [0.951, 0.577, 0.708], [0.321, 0.940, -1.435], [1.757, -0.252, 1.623], [-1.640, -0.049, 0.858], [-1.209, 1.662, 0.871], [-0.094, 0.742, -2.573], [-0.053, -0.027, -0.086], [-0.008, 0.092, -0.045], [-0.202, 0.050, -0.334], [-0.117, -0.518, 0.268], [0.049, 0.051, 0.046], [0.330, 0.224, 0.126], [0.081, -0.035, 0.167], [-0.108, -0.132, 0.014], [-0.254, 0.042, -0.219], [0.075, 0.144, -0.094], [0.003, 0.017, 0.095], [-0.118, -0.083, -0.044], [-0.355, 0.061, -0.099], [0.212, 0.299, 0.166], [0.071, -0.036, -0.011], [0.150, -0.353, -0.020], [0.138, -0.024, 0.018], [0.024, 0.171, 0.041], [-0.148, 0.126, -0.043], [-0.097, -0.159, -0.084], [0.082, -0.185, 0.140], [-0.010, -0.077, 0.014], [-0.019, 0.300, 0.264], [-0.137, -0.027, -0.342], [-0.050, -0.021, 0.017], [0.538, -0.290, -0.125], [0.038, -0.154, -0.089], [-0.096, 0.070, -0.134], [-0.073, 0.167, 0.032], [0.083, 0.040, 0.160], [-0.069, -0.037, -0.042], [0.023, 0.149, 0.032], [-0.384, 0.105, 0.089], [0.043, -0.435, 0.155], [0.177, 0.005, 0.020], [0.258, 0.271, -0.151], [0.186, -0.066, -0.015], [-0.065, -0.183, 0.002], [-0.190, -0.009, -0.025], [-0.030, 0.175, -0.041], [0.014, 0.029, -0.087], [-0.039, -0.036, 0.112], [-0.019, -0.451, -0.187], [0.135, 0.282, -0.246], [0.017, 0.087, 0.043], [-0.207, 0.083, 0.360], [-0.030, 0.174, 0.071], [0.108, 0.103, -0.182], [0.056, -0.138, -0.116], [-0.059, -0.140, 0.119], [-0.044, -0.052, 0.059], [-0.095, 0.036, -0.103], [-0.308, 0.235, 0.147], [0.295, -0.091, 0.277], [0.100, -0.071, -0.049], [0.007, -0.135, -0.378], [0.137, -0.094, -0.073], [0.087, 0.026, 0.170], [-0.081, 0.118, 0.131], [-0.130, 0.045, -0.140]], "mulliken_charge": [-0.6365, 0.4363, -0.5755, -0.0893, -0.3153, 0.1351, -0.4042, -0.0577, 0.1162, -0.6861, 0.4481, -1.0034, 0.2173, -0.4652, -0.7991, -0.4057, 0.6454, 1.1054, -0.8292, -0.6689, -0.5336, -0.0958, 0.2705, 0.1477, -0.5848, -0.1360, 0.6433, -0.5540, -0.5696, -0.4720, 0.1117, -0.4965, 0.0287, 0.2802, 0.3095, 0.1208, 0.2652, 0.0706, -0.0420, 0.1114, 0.3281, 0.0593, -0.2934, 0.3466, 0.0803, 0.4511, 0.2506, 0.2688, 0.3384, 0.3162, 0.3174, 0.2895, 0.1145, 0.1869, 0.3385, 0.3183, 0.3143, 0.3156, 0.3788, 0.0180, -0.4737, -0.6025, 0.0724, -0.7335, 0.1918, 0.3665, 0.3887, 0.3947, 0.3619, -0.0131, -0.6980, -0.3550, -0.4983, -0.5070, 0.2335, 0.6535, 0.4144, 0.3821, 0.3880, 0.1953, -0.3226, -0.6101, -0.5134, -0.4152, 0.3692, 0.3582, 0.3722, 0.3833, 0.3950, -0.0055, -0.6778, -0.4648, -0.4794, -0.4978, 0.2429, 0.4011, 0.4930, 0.4123, 0.5987, 0.0355, -0.8560, 0.1632, -0.4936, -0.5062, 0.1905, 0.3595, 0.3685, 0.3724, 0.3656, 0.0273, -0.3861, -0.5868, -0.3737, -0.5418, 0.2245, 0.4829, 0.3969, 0.3934, 0.3827], "homo_energy_ev": -7.968}



{"formula": "C24H30N4O5S", "method": "ωB97M-V/def2-TZVPD", "species": ["C", "C", "C", "H", "H", "C", "N", "C", "O", "C", "N", "S", "O", "O", "C", "C", "C", "C", "C", "C", "H", "H", "N", "C", "O", "N", "C", "O", "C", "H", "H", "H", "C", "H", "H", "H", "H", "H", "H", "C", "C", "C", "C", "C", "C", "C", "H", "H", "H", "H", "H", "H", "H", "C", "H", "H", "H", "H", "H", "H", "H", "H", "H", "H"], "coordinates": [[-3.608, -2.814, 4.452], [-3.330, -1.859, 3.296], [-4.511, -1.788, 2.332], [-5.412, -1.497, 2.876], [-4.685, -2.777, 1.906], [-4.265, -0.820, 1.168], [-4.194, 0.565, 1.585], [-3.085, 1.319, 1.726], [-3.135, 2.469, 2.130], [-1.732, 0.708, 1.315], [-1.683, 0.508, -0.116], [-1.315, -0.949, -0.787], [-2.204, -1.161, -1.893], [-1.268, -1.936, 0.256], [0.335, -0.753, -1.441], [0.676, 0.375, -2.146], [1.959, 0.495, -2.673], [2.897, -0.534, -2.506], [2.517, -1.683, -1.799], [1.249, -1.779, -1.268], [0.944, -2.646, -0.705], [3.210, -2.494, -1.654], [4.160, -0.384, -3.025], [4.567, 0.752, -3.703], [5.690, 0.859, -4.142], [3.628, 1.753, -3.849], [2.326, 1.724, -3.380], [1.583, 2.665, -3.552], [4.029, 2.960, -4.554], [5.063, 2.846, -4.869], [3.380, 3.106, -5.417], [3.924, 3.819, -3.892], [5.147, -1.434, -2.867], [5.346, -1.615, -1.810], [4.806, -2.353, -3.343], [6.062, -1.096, -3.352], [-0.024, 1.180, -2.298], [-2.185, 1.154, -0.698], [-1.600, -0.281, 1.759], [-0.600, 1.638, 1.783], [0.757, 1.123, 1.403], [1.222, -0.088, 1.902], [2.485, -0.547, 1.575], [3.307, 0.204, 0.751], [2.852, 1.409, 0.247], [1.583, 1.860, 0.566], [1.237, 2.803, 0.168], [3.489, 2.005, -0.391], [4.301, -0.144, 0.513], [2.834, -1.488, 1.973], [0.597, -0.673, 2.559], [-0.765, 2.628, 1.357], [-0.676, 1.729, 2.869], [-5.469, 1.174, 1.912], [-5.902, 0.719, 2.803], [-5.303, 2.232, 2.101], [-6.161, 1.053, 1.077], [-5.092, -0.904, 0.454], [-3.356, -1.114, 0.651], [-2.449, -2.199, 2.747], [-3.125, -0.862, 3.694], [-3.799, -3.817, 4.078], [-4.477, -2.488, 5.019], [-2.756, -2.856, 5.126]], "forces_ev_per_a": [[0.144, 0.188, -0.122], [-0.287, -0.155, 0.014], [0.341, 0.236, -0.118], [-0.085, -0.059, -0.005], [-0.087, -0.063, -0.001], [-0.051, -0.436, 0.070], [-0.350, -0.009, -0.061], [0.101, -0.122, -0.090], [0.238, 0.222, 0.079], [0.403, 0.287, 0.503], [0.149, -0.724, -0.361], [0.059, 0.309, -0.456], [0.111, 0.294, -0.049], [0.285, 0.151, 0.103], [-0.463, -0.161, 0.239], [0.320, 0.033, -0.240], [-0.243, -0.345, 0.055], [-0.737, 0.111, 0.080], [0.048, 0.041, -0.204], [0.000, -0.012, -0.040], [0.078, -0.151, 0.078], [0.085, -0.064, 0.028], [0.247, 0.048, -0.046], [0.078, -0.221, 0.078], [0.185, 0.076, -0.101], [-0.072, 0.236, -0.080], [0.034, -0.247, 0.101], [-0.113, 0.114, 0.009], [0.127, 0.271, -0.176], [-0.133, 0.017, 0.040], [0.032, 0.035, 0.047], [-0.007, -0.015, -0.063], [0.293, -0.097, -0.068], [-0.020, -0.047, 0.014], [-0.014, -0.026, 0.042], [-0.143, -0.108, 0.104], [-0.024, 0.182, -0.024], [-0.155, -0.011, -0.311], [-0.112, 0.129, 0.123], [-0.284, -0.180, 0.022], [0.036, 0.088, 0.034], [0.057, 0.049, -0.003], [0.028, -0.046, 0.127], [0.087, 0.060, 0.041], [0.115, 0.014, 0.050], [-0.047, 0.002, 0.142], [-0.078, 0.118, -0.048], [0.063, 0.056, -0.075], [0.087, -0.046, -0.040], [0.028, -0.099, 0.040], [-0.104, -0.102, 0.091], [-0.012, -0.009, 0.095], [-0.008, 0.112, -0.022], [-0.032, 0.267, 0.081], [-0.052, 0.000, 0.008], [-0.105, -0.112, -0.006], [-0.023, -0.044, -0.001], [0.130, 0.029, -0.029], [-0.237, 0.030, 0.124], [0.087, 0.072, -0.018], [0.083, 0.045, -0.021], [-0.034, -0.132, 0.008], [-0.089, -0.009, 0.085], [0.039, -0.068, 0.122]], "nbo_charge": [-0.5978, -0.4053, -0.4047, 0.1953, 0.2101, -0.2093, -0.4317, 0.6727, -0.6327, -0.1415, -0.8952, 2.3296, -0.9291, -0.9515, -0.3538, -0.0919, -0.2134, 0.3055, -0.2884, -0.1227, 0.2459, 0.2286, -0.4401, 0.8022, -0.6246, -0.4555, 0.6760, -0.5868, -0.4181, 0.2455, 0.2171, 0.2152, -0.4228, 0.2012, 0.2047, 0.2629, 0.2502, 0.4262, 0.2489, -0.4183, -0.0319, -0.1667, -0.2241, -0.2253, -0.2102, -0.2088, 0.2167, 0.2112, 0.2093, 0.2124, 0.2041, 0.2292, 0.2304, -0.4211, 0.1941, 0.2498, 0.1953, 0.2011, 0.2190, 0.2073, 0.1934, 0.2023, 0.2007, 0.2090], "relative_energy_kj_mol": 85.4, "homo_energy_ev": -8.804}